Record 1
DFT (wB97M-V/def2-TZVPD) results for a molecular structure, C19H26BrIrNS2Sb in a non-equilibrium geometry.

Structure (ORCA input):
```
! wB97M-V def2-TZVPD RIJCOSX def2/J DEFGRID3
* xyz 2 5
Ir 0.538 0.011 -0.257
Br 3.051 -0.534 -0.722
C 3.443 -0.716 1.163
C 4.750 -0.996 1.500
C 5.067 -1.226 2.835
C 4.075 -1.168 3.800
C 2.757 -0.835 3.458
C 1.753 -0.739 4.452
C 0.449 -0.392 4.122
C 0.121 -0.117 2.804
C 1.063 -0.226 1.763
C 2.404 -0.588 2.099
H 5.516 -1.047 0.738
H 6.086 -1.462 3.108
H 4.316 -1.382 4.834
H 2.021 -0.936 5.483
H -0.309 -0.325 4.890
H -0.897 0.183 2.588
C -3.642 0.648 -0.893
C -3.348 -0.821 -0.625
Sb -1.421 -1.483 -1.364
C -1.452 -3.598 -0.872
C -2.859 -4.180 -0.856
C -1.634 -1.295 -3.515
C -2.967 -1.838 -4.011
H -4.665 0.875 -0.589
H -3.546 0.900 -1.951
H -2.978 1.297 -0.326
H -4.077 -1.464 -1.120
H -3.367 -1.041 0.442
H -0.976 -3.683 0.104
H -0.818 -4.093 -1.608
H -3.495 -3.690 -0.118
H -2.803 -5.235 -0.587
H -3.342 -4.116 -1.830
H -0.791 -1.825 -3.957
H -1.524 -0.232 -3.733
H -3.064 -2.908 -3.830
H -3.039 -1.681 -5.088
H -3.814 -1.328 -3.551
S -0.309 2.104 -1.233
C 0.632 3.470 -0.900
N 0.208 4.694 -1.130
C 1.066 5.791 -0.685
C 2.474 5.213 -0.606
S 2.240 3.425 -0.276
H -0.718 4.875 -1.493
H 0.723 6.143 0.291
H 1.020 6.620 -1.388
H 3.067 5.652 0.190
H 3.012 5.298 -1.548
*
```

Results
gap between HOMO and LUMO (alpha / beta) = 7.1011 / 5.1292 eV
LUMO (alpha / beta) = -6.11 / -9.30 eV

Record 2
DFT (wB97M-V/def2-TZVPD) results for a single C5H10O2 molecule.

Structure (ORCA input):
```
! wB97M-V def2-TZVPD RIJCOSX def2/J DEFGRID3
* xyz 0 1
C -2.362 -0.568 -0.286
C -1.166 0.359 -0.484
C 0.072 -0.115 0.268
O 0.382 -1.405 -0.215
C 1.245 0.850 0.058
C 2.580 0.299 0.479
O 2.738 -0.741 1.082
H -3.218 -0.245 -0.889
H -2.095 -1.586 -0.580
H -2.675 -0.589 0.764
H -0.909 0.406 -1.550
H -1.409 1.383 -0.168
H -0.158 -0.161 1.345
H 1.101 -1.734 0.345
H 1.090 1.782 0.622
H 1.323 1.151 -0.996
H 3.461 0.915 0.204
*
```

Results
gap between HOMO and LUMO = 11.0061 eV
SMILES = CC[C@@H](O)CC=O
LUMO = 0.95 eV

Record 3
DFT (wB97M-V/def2-TZVPD) results for a molecular structure, C3H5NS2 in a non-equilibrium geometry.

Structure (ORCA input):
```
! wB97M-V def2-TZVPD RIJCOSX def2/J DEFGRID3
* xyz 0 1
C 0.152 -1.603 0.263
C 0.618 0.911 -0.615
C -0.584 1.057 0.226
H 0.241 -1.484 1.400
H 0.159 -2.612 0.072
H 0.238 1.011 -1.605
H 1.163 1.886 -0.002
H -0.826 2.027 0.524
N -1.510 0.320 0.358
S 1.658 -0.539 -0.117
S -1.309 -0.973 -0.504
*
```

Results
gap between HOMO and LUMO = 9.2103 eV
LUMO = 0.74 eV

Record 4
DFT (wB97M-V/def2-TZVPD) results for a single C2H3NOS molecule in a non-equilibrium geometry.

Structure (ORCA input):
```
! wB97M-V def2-TZVPD RIJCOSX def2/J DEFGRID3
* xyz 0 1
C -0.868 0.366 0.325
C 1.859 -0.066 -0.170
N 0.685 0.222 0.016
O 3.023 -0.256 -0.262
S -1.665 -1.207 -0.078
H -1.242 1.293 -0.126
H -0.769 -1.006 -1.127
H -1.023 0.654 1.422
*
```

Results
gap between HOMO and LUMO = 10.2018 eV
SMILES = O=C=NCS
LUMO = 0.40 eV

Record 5
DFT (wB97M-V/def2-TZVPD) results for a molecular structure, C22H28MnN6OS2 in a non-equilibrium geometry.

Structure (ORCA input):
```
! wB97M-V def2-TZVPD RIJCOSX def2/J DEFGRID3
* xyz 2 2
Mn 0.273 0.279 -0.048
C -4.287 -2.790 1.935
C -4.163 -2.351 0.479
N -3.876 -0.927 0.357
C -2.684 -0.367 0.259
S -1.215 -1.346 0.164
N -2.593 0.941 0.221
N -1.348 1.404 0.105
C -1.182 2.699 0.098
C -2.296 3.682 0.179
C 0.208 3.104 -0.012
C 0.626 4.429 0.004
C 1.974 4.719 -0.108
C 2.873 3.671 -0.270
C 2.390 2.383 -0.287
N 1.090 2.077 -0.137
H -4.543 -3.848 1.979
H -5.069 -2.227 2.445
H -3.346 -2.635 2.463
H -5.097 -2.543 -0.049
H -3.367 -2.903 -0.019
H -4.650 -0.283 0.441
H -3.245 3.162 0.220
H -2.276 4.338 -0.693
H -2.187 4.306 1.069
H -0.108 5.214 0.112
H 2.318 5.743 -0.079
H 3.932 3.858 -0.379
H 3.072 1.555 -0.436
C 6.480 -3.358 0.726
C 5.546 -2.559 1.625
N 4.671 -1.625 0.880
C 5.122 -0.247 0.644
C 5.428 0.043 -0.825
C 3.540 -2.070 0.415
S 2.262 -1.050 -0.345
N 3.169 -3.337 0.405
C 2.009 -3.537 -0.173
O 1.397 -2.437 -0.646
C 1.389 -4.813 -0.348
C 2.148 -5.969 -0.106
C 1.564 -7.206 -0.271
C 0.231 -7.304 -0.658
C -0.517 -6.159 -0.917
C 0.056 -4.914 -0.772
H 7.058 -4.037 1.351
H 7.181 -2.718 0.191
H 5.916 -3.950 0.007
H 6.114 -1.955 2.330
H 4.906 -3.236 2.186
H 6.028 -0.108 1.228
H 4.370 0.447 1.035
H 6.129 -0.692 -1.220
H 5.893 1.024 -0.907
H 4.539 0.036 -1.455
H 3.185 -5.874 0.184
H 2.146 -8.103 -0.107
H -0.222 -8.280 -0.766
H -1.546 -6.246 -1.236
H -0.515 -4.016 -0.970
*
```

Results
gap between HOMO and LUMO (alpha / beta) = 6.4263 / 6.5147 eV
LUMO (alpha / beta) = -6.92 / -6.84 eV

Record 6
DFT (wB97M-V/def2-TZVPD) results for 2 unconnected molecules or ions with the total composition C3H9N2O2S in a non-equilibrium geometry.

Structure (ORCA input):
```
! wB97M-V def2-TZVPD RIJCOSX def2/J DEFGRID3
* xyz 1 1
C 0.797 -0.942 -0.359
C 2.137 1.078 -0.165
C -2.248 1.263 1.007
N 0.559 -2.200 -0.415
N 1.941 -0.365 -0.471
O -2.117 -1.312 0.147
O -2.112 0.399 -1.588
S -1.788 0.024 -0.251
H 2.764 1.292 0.658
H 1.152 1.437 0.040
H 2.681 1.470 -0.997
H -2.062 2.207 0.677
H -3.411 1.034 1.150
H -1.849 1.032 2.123
H 1.120 -2.936 -0.917
H -0.349 -2.515 -0.237
H 2.786 -0.965 -0.401
*
```

Results
gap between HOMO and LUMO (alpha / beta) = 7.3578 / 8.0924 eV
LUMO (alpha / beta) = -6.26 / -6.05 eV

Record 7
DFT (wB97M-V/def2-TZVPD) results for a molecular structure, C16H48N4O8Sr in a non-equilibrium geometry.

Structure (ORCA input):
```
! wB97M-V def2-TZVPD RIJCOSX def2/J DEFGRID3
* xyz -2 1
Sr 1.039 -1.304 -0.184
O 2.120 -2.719 1.555
H 1.763 -2.395 2.405
O 0.673 -3.566 -1.191
H -0.248 -3.529 -1.517
O 1.450 1.052 -0.219
H 1.797 1.940 -0.432
O 3.351 -2.143 -1.297
H 3.920 -1.540 -1.815
C 3.343 -0.525 4.293
C 2.815 0.435 3.272
C 3.281 1.938 3.592
O 2.788 2.537 4.748
C 1.468 3.104 4.753
N 3.241 -0.057 2.025
H 3.025 -1.506 3.938
H 2.704 -0.256 5.133
H 4.414 -0.565 4.490
H 1.726 0.413 3.319
H 2.905 2.484 2.728
H 4.345 2.158 3.500
H 0.751 2.319 4.512
H 1.472 4.011 4.148
H 1.313 3.578 5.723
H 2.838 0.501 1.286
H 2.978 -1.028 1.937
C -2.005 -0.215 -3.852
C -1.969 -0.181 -2.347
C -3.165 -0.763 -1.532
O -4.434 -0.067 -1.807
C -5.320 -0.155 -0.772
N -0.643 -0.731 -2.105
H -1.700 -1.197 -4.214
H -1.170 0.403 -4.182
H -2.951 0.172 -4.230
H -2.005 0.885 -2.120
H -2.972 -1.028 -0.492
H -3.413 -1.772 -1.862
H -5.629 -1.143 -0.432
H -6.214 0.461 -0.864
H -4.915 0.125 0.201
H -0.505 -1.571 -2.648
H 0.073 -0.058 -2.339
C -0.649 -1.303 3.704
C -1.599 -1.903 2.617
C -3.015 -1.721 3.027
O -3.820 -2.217 1.993
C -5.230 -2.031 2.211
N -1.294 -1.222 1.370
H -0.691 -1.929 4.595
H -0.921 -0.270 3.920
H 0.429 -1.332 3.547
H -1.383 -2.969 2.533
H -3.278 -0.693 3.280
H -3.175 -2.179 4.003
H -5.660 -1.047 2.392
H -5.607 -2.733 2.955
H -5.727 -2.366 1.300
H -2.122 -1.350 0.806
H -1.230 -0.261 1.676
C 2.431 -0.138 -5.045
C 2.252 0.913 -3.808
C 1.332 2.102 -3.966
O 1.703 2.990 -5.137
C 1.458 4.377 -4.883
N 1.890 0.057 -2.660
H 3.190 0.363 -5.646
H 1.567 -0.430 -5.641
H 2.906 -1.076 -4.756
H 3.246 1.260 -3.526
H 1.364 2.774 -3.107
H 0.305 1.777 -4.132
H 2.087 4.596 -4.021
H 0.399 4.574 -4.715
H 1.896 4.985 -5.675
H 2.000 0.540 -1.780
H 2.610 -0.641 -2.541
*
```

Results
gap between HOMO and LUMO = 4.0096 eV
LUMO = 3.89 eV

Record 8
DFT (wB97M-V/def2-TZVPD) results for a gas-phase ion, C4H12NOS3 (charge +1) in a non-equilibrium geometry.

Structure (ORCA input):
```
! wB97M-V def2-TZVPD RIJCOSX def2/J DEFGRID3
* xyz 1 1
C -0.500 0.873 1.930
C 0.749 0.411 -0.974
C -0.345 -0.467 1.251
C -0.445 -0.241 -0.439
N 0.870 0.352 -2.483
O -1.254 -1.414 1.524
S 1.390 -1.202 1.744
S -0.510 -1.911 -1.137
S -2.144 0.415 -0.991
H -0.223 0.754 2.969
H -1.548 1.264 1.803
H 0.169 1.697 1.446
H 1.513 -0.180 -0.487
H 0.704 1.388 -0.544
H 0.654 -0.674 -2.657
H 1.858 0.603 -2.834
H -0.004 0.764 -2.920
H -1.317 -1.699 2.385
H 0.827 -2.349 1.726
H 0.092 -2.714 -0.110
H -2.799 -0.620 -0.639
*
```

Results
gap between HOMO and LUMO = 9.2378 eV
SMILES = C[C@](O)(S)C(S)(S)C[NH3+]
LUMO = -3.45 eV

Record 9
DFT (wB97M-V/def2-TZVPD) results for 13 unconnected molecules or ions with the total composition C23H37Cl25F5IO3 in a non-equilibrium geometry.

Structure (ORCA input):
```
! wB97M-V def2-TZVPD RIJCOSX def2/J DEFGRID3
* xyz 0 1
C 3.655 0.303 1.225
C 3.836 1.790 0.559
C 2.707 2.086 -0.590
I 3.071 0.917 -2.443
C 1.137 1.822 -0.060
O 0.669 2.801 0.709
O 0.518 0.628 -0.555
C -0.903 0.441 -0.364
C -1.918 1.273 -1.336
C -1.754 2.888 -1.390
C -1.456 0.384 1.174
C -2.133 1.728 1.790
O -1.457 2.344 2.801
Cl -3.766 2.492 1.363
C -1.101 -1.151 -0.886
F -0.724 -2.128 0.206
F -2.499 -1.442 -1.287
C -0.136 -1.555 -2.139
F -0.760 -2.787 -2.755
F 1.244 -2.013 -1.730
F -0.013 -0.575 -3.229
H 2.880 -0.289 0.578
H 3.267 0.450 2.320
H 4.708 -0.205 1.264
H 3.736 2.621 1.379
H 4.891 1.821 0.002
H 2.769 3.228 -0.931
H -3.022 1.039 -0.944
H -1.939 0.897 -2.469
H -1.668 3.438 -0.361
H -2.632 3.342 -2.053
H -0.760 3.117 -2.010
H -0.631 -0.071 1.908
H -2.332 -0.429 1.183
C 4.319 -3.697 -1.814
Cl 5.423 -2.636 -2.696
Cl 4.770 -3.809 -0.108
H 3.305 -3.297 -1.888
H 4.355 -4.695 -2.257
C -6.501 2.459 -1.945
Cl -6.108 1.648 -0.425
Cl -5.076 3.250 -2.631
H -6.874 1.720 -2.657
H -7.270 3.213 -1.758
C -9.057 -0.103 1.898
Cl -7.351 0.033 2.341
Cl -9.583 1.295 0.952
H -9.199 -1.009 1.303
H -9.658 -0.163 2.809
C 8.927 -3.391 -1.826
Cl 10.031 -2.329 -2.708
Cl 9.378 -3.502 -0.120
H 7.913 -2.990 -1.900
H 8.962 -4.389 -2.269
C 4.107 -4.296 -6.182
Cl 4.500 -5.108 -4.661
Cl 5.532 -3.506 -6.868
H 3.734 -5.036 -6.894
H 3.338 -3.543 -5.995
C -5.527 3.319 4.386
Cl -6.864 3.930 3.405
Cl -5.945 3.325 6.104
H -5.300 2.295 4.079
H -4.652 3.954 4.231
C -6.230 7.017 7.623
Cl -7.832 7.663 7.998
Cl -5.004 7.686 8.708
H -6.249 5.930 7.736
H -5.974 7.277 6.593
C 1.449 2.785 4.899
Cl 2.663 2.739 3.614
Cl 1.488 1.304 5.864
H 1.653 3.638 5.550
H 0.459 2.891 4.449
C 9.363 -7.539 -2.896
Cl 8.323 -6.342 -3.677
Cl 10.122 -8.599 -4.090
H 10.144 -7.020 -2.334
H 8.760 -8.144 -2.215
C -11.445 -2.182 4.859
Cl -9.739 -2.046 5.302
Cl -11.971 -0.783 3.914
H -11.587 -3.087 4.264
H -12.046 -2.241 5.771
C 0.493 5.968 0.441
Cl -0.152 5.621 -1.168
Cl -0.737 6.706 1.474
H 0.829 5.035 0.899
H 1.337 6.657 0.345
C 8.188 -6.520 -7.644
Cl 6.790 -6.371 -8.716
Cl 9.135 -7.962 -8.031
H 8.821 -5.637 -7.759
H 7.838 -6.591 -6.611
*
```

Results
gap between HOMO and LUMO = 9.1111 eV
LUMO = -0.65 eV

Record 10
DFT (wB97M-V/def2-TZVPD) results for a molecular structure, C25H35FN2O3 in a non-equilibrium geometry.

Structure (ORCA input):
```
! wB97M-V def2-TZVPD RIJCOSX def2/J DEFGRID3
* xyz 0 1
C 4.261 0.207 1.074
H 4.978 -0.346 1.397
O 3.502 -0.599 0.046
C 2.537 -0.150 -0.683
C 2.028 1.096 -0.671
C 1.002 1.520 -1.150
C 0.532 0.719 -2.050
C 0.818 -0.702 -2.345
C 1.943 -1.165 -1.605
C 2.478 -2.425 -1.740
N 2.153 -3.409 -0.366
C 2.909 -4.699 -0.579
H 4.037 -4.265 -0.875
H 2.740 -5.085 0.440
H 2.593 -5.230 -1.522
C 0.921 -3.440 -0.185
C 0.331 -2.227 0.567
C 1.031 -2.292 2.024
C 0.225 -1.171 2.844
C -1.093 -1.251 3.029
N -1.816 -1.443 1.554
C -1.766 -0.176 1.068
H -1.014 0.483 1.153
C -3.021 0.689 1.464
C -3.473 1.708 0.401
C -4.073 1.953 -0.712
C -4.017 3.140 -1.623
C -3.614 4.153 -1.023
C -2.609 4.259 0.114
C -2.599 3.172 0.833
F -1.985 3.070 1.984
H -2.269 5.075 0.276
H -3.607 5.123 -1.670
H -4.616 3.053 -2.508
H -4.433 1.005 -1.062
H -3.163 0.902 2.518
H -4.098 -0.034 1.055
H -1.817 -0.219 0.025
C -1.275 -2.510 0.908
H -1.744 -2.640 0.070
H -1.423 -3.226 1.489
H -1.374 -0.416 3.665
H -1.308 -2.194 3.479
H 0.790 -0.180 2.268
H 0.809 -1.310 3.821
H 1.936 -2.091 1.793
H 0.774 -3.137 2.479
H 0.422 -1.211 0.075
H 0.533 -4.495 0.239
H 0.290 -3.602 -1.108
H 1.975 -2.953 -2.610
H 3.503 -2.460 -1.830
H 0.190 -1.201 -3.030
O -0.745 1.049 -2.830
C -1.023 2.413 -3.223
H -0.113 2.788 -3.441
H -1.414 2.833 -2.536
H -1.709 2.125 -4.001
O 0.240 2.699 -0.833
C 0.918 3.839 0.231
H 0.782 3.206 0.928
H 0.272 4.569 0.056
H 1.833 3.846 -0.264
H 2.637 1.681 0.348
H 4.713 1.158 0.567
H 3.577 0.425 1.794
*
```

Results
gap between HOMO and LUMO = 7.7265 eV
LUMO = 0.44 eV

Record 11
DFT (wB97M-V/def2-TZVPD) results for a single C3H8N2O2S molecule in a non-equilibrium geometry.

Structure (ORCA input):
```
! wB97M-V def2-TZVPD RIJCOSX def2/J DEFGRID3
* xyz 0 1
C 1.678 0.177 0.305
C 0.027 -1.837 0.674
C 0.151 -0.295 0.509
N -1.969 0.545 -0.437
N -0.497 -0.033 -0.672
O -1.248 2.215 -2.278
O -0.433 2.729 0.038
S -0.964 1.767 -0.966
H 2.355 0.021 1.188
H 2.127 -0.423 -0.599
H 1.712 1.238 0.045
H 0.483 -2.512 -0.130
H -1.068 -1.903 0.496
H 0.446 -2.112 1.656
H -0.312 0.103 1.437
H -2.489 0.321 -1.266
*
```

Results
gap between HOMO and LUMO = 10.3160 eV
SMILES = CC(C)N1NS1(=O)=O
LUMO = 0.18 eV

Record 12
DFT (wB97M-V/def2-TZVPD) results for a single C5H8N4O2 molecule in a non-equilibrium geometry.

Structure (ORCA input):
```
! wB97M-V def2-TZVPD RIJCOSX def2/J DEFGRID3
* xyz 0 1
C -1.073 -0.321 1.452
C -0.840 1.147 -0.863
C -1.696 -0.909 0.169
C -1.354 -0.136 -1.089
C 1.041 0.352 0.617
N 0.040 0.264 1.524
N -0.413 2.218 -0.724
N 1.775 1.445 0.720
N 1.364 -0.600 -0.193
O 2.598 -0.312 -0.969
O 0.780 -1.732 -0.397
H -1.644 -0.617 2.369
H -1.103 -1.862 0.268
H -2.788 -1.114 0.302
H -2.328 -0.005 -1.718
H -0.741 -0.588 -1.775
H 2.866 -1.167 -1.295
H 1.464 1.978 1.668
H 2.053 1.959 -0.067
*
```

Results
gap between HOMO and LUMO (alpha / beta) = 8.5936 / 8.5949 eV
SMILES = N#CCC/C=N\C(N)=[N+](/[O-])O
LUMO (alpha / beta) = 0.60 / 0.60 eV

| no. | electronic energy (eV) |
| --- | --- |
| 1 | -122686.993 |
| 2 | -9441.862 |
| 3 | -26349.147 |
| 4 | -16493.946 |
| 5 | -87231.631 |
| 6 | -21156.904 |
| 7 | -40541.480 |
| 8 | -40377.560 |
| 9 | -365335.369 |
| 10 | -38310.678 |
| 11 | -21146.976 |
| 12 | -15364.736 |